1.
{"formula": "C50H48BrN6OS3SeSiTl", "method": "the ωB97M-V functional and the def2-TZVPD basis", "total_charge": 0, "gap_ev": 6.84, "de_lowest_kcal_mol": 15.78, "e_tot_ha": -8969.9617, "homo_ev": -6.7285, "elements": ["Si", "H", "H", "C", "C", "H", "N", "C", "C", "C", "C", "C", "C", "H", "C", "H", "C", "C", "C", "C", "H", "H", "H", "H", "C", "H", "C", "C", "C", "C", "H", "H", "H", "H", "C", "H", "C", "H", "H", "C", "S", "H", "C", "C", "C", "C", "C", "H", "H", "C", "C", "N", "N", "C", "Se", "H", "H", "H", "H", "H", "H", "H", "S", "C", "H", "Tl", "H", "C", "C", "C", "C", "C", "C", "N", "C", "Br", "C", "C", "H", "C", "H", "C", "H", "C", "C", "H", "C", "C", "S", "H", "H", "H", "C", "H", "C", "H", "N", "H", "C", "H", "H", "O", "C", "C", "H", "H", "H", "H", "N", "H", "H", "H"], "coordinates": [[-1.024, 0.265, 1.305], [2.285, -1.150, 3.737], [-1.855, -0.140, -4.060], [-1.454, -0.256, 4.051], [4.352, 1.193, 1.557], [2.699, -2.329, 5.000], [0.883, -2.664, 4.002], [-3.853, -3.552, -4.873], [-0.843, 0.604, 3.136], [1.887, -1.763, 4.543], [-0.749, 1.128, 5.884], [-0.194, 1.739, 3.626], [-2.442, 2.096, -0.424], [5.953, 1.579, -1.413], [6.761, 1.360, 1.859], [-1.509, 2.266, -0.941], [-2.197, -0.671, -3.152], [0.536, 1.713, -3.397], [-4.058, -1.623, -1.041], [-4.796, 2.551, -0.192], [1.352, -4.645, -3.750], [-3.797, -4.062, -5.828], [5.347, 1.094, 3.443], [-2.280, -1.019, -6.080], [1.629, 4.194, -3.236], [1.411, -1.120, 5.282], [1.597, 3.559, -4.467], [1.048, 2.289, -4.552], [4.008, 4.494, 1.375], [-1.415, 0.004, 5.414], [-1.036, -2.041, -5.362], [-0.664, -5.711, 1.645], [-0.709, 1.330, 6.947], [1.018, 1.749, -5.488], [2.005, 4.751, 3.278], [-0.345, -2.932, 5.744], [1.691, 4.811, 1.929], [-3.533, 3.451, -1.674], [-3.140, -1.771, -0.469], [-0.657, -4.637, 1.462], [0.027, 5.006, 1.377], [0.287, 2.432, 2.943], [-0.137, 1.993, 4.988], [-3.588, 2.761, -0.841], [-4.781, -3.359, -2.678], [-0.875, -3.971, 3.871], [2.266, -1.699, -2.366], [3.569, 4.574, 4.732], [0.053, -4.413, 0.670], [2.356, -2.826, -3.169], [-3.966, -2.274, -2.393], [1.230, -1.465, -1.566], [-0.228, -3.926, 2.649], [0.874, -3.137, 2.734], [2.148, -2.840, 1.436], [-1.653, -4.307, 1.167], [0.390, 2.867, 5.350], [5.351, 4.327, 3.026], [-4.194, -0.544, -1.115], [-6.669, -4.945, -4.001], [3.112, 4.342, -0.973], [-2.136, -2.703, -6.570], [2.789, 1.063, 2.340], [0.243, -2.355, -1.523], [-5.795, 1.523, 1.409], [1.268, 0.696, 0.304], [0.112, 0.716, -3.404], [-2.492, 1.214, 0.651], [1.100, 3.527, -2.138], [-4.735, -4.013, -3.905], [4.538, 1.329, 0.173], [5.829, 1.480, -0.341], [-0.175, -3.187, 4.714], [0.059, 4.163, -0.101], [1.134, 4.151, -0.781], [-1.187, -4.722, -2.213], [0.253, -3.498, -2.305], [4.323, 4.475, 2.725], [-5.470, -3.709, -1.917], [-4.858, 1.682, 0.891], [1.210, 4.825, 4.011], [-3.090, -1.818, -3.394], [3.052, -0.953, -2.349], [6.936, 1.504, 0.487], [1.325, -3.749, -3.144], [2.049, 5.184, -3.120], [-5.621, -5.200, -4.165], [-2.069, -2.027, -5.719], [3.227, 1.389, -1.013], [7.926, 1.622, 0.065], [-1.771, -4.545, 4.020], [-1.905, -0.667, 6.110], [-3.034, -2.457, -4.641], [-1.251, -1.201, 1.179], [5.489, 1.203, 2.375], [-1.963, -1.146, 3.696], [0.552, 2.319, -2.216], [-3.769, 0.361, 2.167], [3.325, 4.606, 3.678], [4.784, 4.347, 0.632], [-5.687, 3.071, -0.520], [-1.815, -0.297, -2.067], [-3.711, 1.027, 1.311], [2.694, 4.678, 0.977], [-4.892, -2.044, -0.480], [7.615, 1.365, 2.524], [-5.376, -6.021, -3.489], [-5.513, -5.559, -5.187], [2.355, 4.702, -0.404], [-0.579, -2.149, -0.850], [1.998, 4.048, -5.345], [3.222, -2.979, -3.797]], "forces_ev_per_angstrom": [[0.1, 0.0, -0.2], [0.0, 0.0, 0.0], [0.0, 0.0, 0.0], [0.0, 0.0, 0.0], [0.0, 0.0, 0.0], [0.0, 0.0, 0.0], [0.0, 0.0, 0.0], [0.0, 0.0, 0.0], [0.0, 0.0, 0.0], [0.0, 0.0, 0.0], [0.0, 0.0, 0.0], [0.0, 0.0, 0.0], [0.0, 0.0, -0.1], [0.0, 0.0, 0.0], [0.0, 0.0, 0.0], [0.0, 0.0, 0.0], [0.0, -0.1, 0.0], [0.0, 0.0, 0.0], [0.0, 0.0, 0.0], [0.0, 0.0, 0.0], [0.0, 0.0, 0.0], [0.0, 0.0, 0.0], [0.0, 0.0, 0.0], [0.0, 0.0, 0.0], [0.0, 0.0, 0.0], [0.0, 0.0, 0.0], [0.0, 0.0, 0.0], [0.0, 0.0, 0.0], [0.0, 0.0, 0.0], [0.0, 0.0, 0.0], [0.0, 0.0, 0.0], [0.0, 0.0, 0.0], [0.0, 0.0, 0.0], [0.0, 0.0, 0.0], [0.0, 0.0, 0.0], [0.0, 0.0, 0.0], [0.0, 0.0, 0.0], [0.0, 0.0, 0.0], [0.0, 0.0, 0.0], [0.0, 0.0, 0.0], [0.0, 0.0, 0.0], [0.0, 0.0, 0.0], [0.0, 0.0, 0.0], [0.0, 0.0, 0.0], [0.0, 0.0, 0.0], [0.0, 0.0, 0.0], [0.0, 0.0, 0.0], [0.0, 0.0, 0.0], [0.0, 0.0, 0.0], [0.0, 0.0, 0.0], [0.0, 0.0, 0.0], [-0.1, 0.0, 0.0], [0.0, 0.0, 0.0], [0.0, 0.0, 0.0], [-0.1, 0.1, 0.0], [0.0, 0.0, 0.0], [0.0, 0.0, 0.0], [0.0, 0.0, 0.0], [0.0, 0.0, 0.0], [0.0, 0.0, 0.0], [0.0, 0.0, 0.0], [0.0, 0.0, 0.0], [0.1, 0.1, 0.0], [0.0, 0.0, 0.0], [0.0, 0.0, 0.0], [0.1, -0.1, 0.2], [0.0, 0.0, 0.0], [0.0, 0.0, 0.1], [0.0, 0.1, 0.0], [0.0, 0.0, 0.0], [0.0, 0.0, 0.0], [0.0, 0.0, 0.0], [0.0, 0.0, 0.0], [0.0, 0.0, 0.0], [0.1, 0.1, 0.0], [0.0, 0.0, 0.0], [0.0, 0.0, 0.0], [0.0, 0.0, 0.0], [0.0, 0.0, 0.0], [0.0, 0.0, 0.0], [0.0, 0.0, 0.0], [0.0, 0.0, 0.0], [0.0, 0.0, 0.0], [0.0, 0.0, 0.0], [0.0, 0.0, 0.0], [0.0, 0.0, 0.0], [0.0, 0.0, 0.0], [0.0, 0.0, 0.0], [0.0, 0.0, 0.0], [0.0, 0.0, 0.0], [0.0, 0.0, 0.0], [0.0, 0.0, 0.0], [0.0, 0.0, 0.0], [-0.1, 0.0, 0.0], [0.0, 0.0, 0.0], [0.0, 0.0, 0.0], [-0.1, -0.1, 0.0], [0.0, 0.0, 0.0], [0.0, 0.0, 0.0], [0.0, 0.0, 0.0], [0.0, 0.0, 0.0], [0.1, 0.1, -0.1], [0.0, 0.0, 0.0], [0.0, 0.0, 0.0], [0.0, 0.0, 0.0], [0.0, 0.0, 0.0], [0.0, 0.0, 0.0], [0.0, 0.0, 0.0], [-0.1, -0.1, 0.0], [0.0, 0.0, 0.0], [0.0, 0.0, 0.0], [0.0, 0.0, 0.0]]}

2.
{"formula": "C38H54BBrF27N4O24P2", "method": "the ωB97M-V functional and the def2-TZVPD basis", "total_charge": 1, "gap_ev": 8.48, "de_lowest_kcal_mol": 29.51, "e_tot_ha": -9483.2631, "homo_ev": -12.3316, "elements": ["H", "H", "C", "H", "O", "H", "C", "H", "H", "H", "C", "C", "B", "H", "H", "C", "O", "F", "F", "C", "C", "F", "H", "H", "H", "F", "H", "F", "C", "H", "F", "H", "F", "H", "C", "H", "O", "H", "C", "H", "H", "O", "F", "F", "C", "C", "H", "H", "O", "C", "C", "H", "C", "F", "C", "F", "C", "F", "O", "H", "O", "H", "O", "C", "H", "O", "N", "N", "H", "F", "H", "O", "F", "H", "C", "O", "F", "H", "H", "H", "H", "H", "F", "C", "O", "O", "F", "N", "F", "C", "C", "H", "N", "H", "C", "O", "H", "C", "F", "H", "C", "C", "H", "C", "F", "H", "C", "H", "H", "F", "O", "C", "H", "Br", "H", "P", "H", "O", "H", "F", "C", "O", "O", "C", "H", "P", "H", "H", "F", "C", "O", "C", "O", "O", "H", "H", "H", "C", "F", "F", "C", "H", "F", "O", "C", "O", "F", "C", "H", "C", "O"], "coordinates": [[12.490, 2.125, -5.604], [10.650, -2.120, -5.247], [-11.096, -1.006, 7.153], [-0.717, -1.071, 0.963], [0.631, -1.836, -4.403], [4.381, 4.128, -8.618], [0.262, -2.347, -0.426], [-3.207, -1.585, 2.755], [-10.310, -1.576, 2.332], [0.563, -4.451, 1.914], [13.210, 2.641, -7.573], [-0.222, -2.204, -1.872], [0.412, -3.830, 0.172], [-9.476, -2.125, 12.235], [1.998, -5.065, -0.201], [5.899, 1.903, -4.679], [0.910, 5.144, -9.423], [-11.637, 2.053, 14.137], [17.378, 2.292, -7.444], [-10.442, -0.563, 2.706], [1.273, 4.822, -8.336], [3.429, -5.118, 4.711], [0.096, 0.527, -0.653], [-9.972, -2.949, 10.752], [11.246, 2.720, -6.705], [-9.414, 1.081, -1.032], [-0.791, 1.134, -1.992], [-9.817, -0.913, 6.744], [2.967, -3.006, 3.736], [12.974, 3.348, -8.364], [1.507, -4.853, 3.757], [-11.508, -0.400, 2.832], [8.175, 2.195, -8.747], [1.860, -0.243, -2.301], [4.475, 1.720, -5.165], [-11.365, -0.894, 11.129], [-11.959, -2.171, 9.078], [3.716, 0.977, 3.536], [2.448, -4.245, 4.489], [-9.847, 0.673, 4.364], [3.103, 6.748, -9.534], [6.858, 1.344, -5.610], [17.226, 1.502, -5.438], [-11.697, -1.919, 6.395], [-10.351, -0.822, 10.767], [-9.533, -2.035, 11.152], [8.440, -1.080, -5.785], [-9.910, 0.071, 11.186], [-2.796, -1.058, 2.057], [-11.960, 0.766, 13.988], [-8.617, 1.213, 0.030], [0.911, -4.769, -3.716], [12.280, 2.841, -6.398], [-0.874, 5.105, -7.386], [8.452, -4.345, -4.693], [-8.800, 2.439, 0.523], [3.235, 0.065, 3.885], [8.816, -5.468, -2.646], [-8.188, -0.823, 1.243], [3.196, 4.261, -9.906], [2.513, 4.574, -7.958], [-15.644, 0.339, 12.521], [14.752, 0.848, -6.317], [9.827, -2.715, -5.629], [-15.851, 3.079, 13.880], [2.775, -2.817, 2.566], [1.042, -4.928, -0.479], [-2.843, -0.678, -0.575], [0.857, 0.470, -3.540], [7.370, -3.859, -2.628], [-10.113, -1.025, 4.755], [-4.580, 0.381, 1.132], [-7.349, 1.122, -0.395], [13.116, 1.641, -7.993], [15.207, 1.916, -6.594], [-0.112, -3.993, 1.402], [16.730, 3.568, -5.817], [5.048, -0.779, 4.662], [-8.523, -1.958, 10.749], [9.402, -1.372, -7.241], [0.977, -4.906, -1.479], [6.054, 1.381, -3.737], [2.147, 2.398, -3.357], [8.162, 1.559, -7.584], [2.264, -2.892, -2.879], [-10.015, 0.395, 1.706], [0.841, 2.675, -1.726], [-0.918, -1.700, 0.204], [-11.503, 0.112, 15.046], [4.245, -1.057, 3.985], [-11.195, -1.366, 8.645], [4.314, 2.262, -6.096], [-0.907, -0.928, -1.920], [3.759, 2.102, -4.428], [0.322, 4.584, -7.149], [6.585, 3.207, -6.805], [-8.654, -0.536, 3.913], [-1.625, -1.065, -0.736], [7.969, 0.261, -7.847], [-16.074, 1.538, 14.692], [8.876, -1.847, -6.423], [-16.179, 2.050, 13.736], [4.696, -1.284, 3.022], [3.935, 6.153, -9.159], [0.168, 3.266, -6.933], [2.802, -2.904, -3.678], [-0.145, 0.337, -1.689], [-17.231, 2.050, 13.458], [4.242, 6.588, -8.207], [0.797, 5.131, -6.023], [-10.348, -0.629, 9.330], [16.663, 2.327, -6.312], [6.126, 2.953, -4.511], [-3.718, 0.113, -2.012], [12.407, 3.837, -5.975], [0.773, -2.717, -3.299], [2.432, -0.189, 3.194], [8.267, -4.883, -5.741], [1.466, -1.530, 0.834], [9.390, 1.664, -7.047], [3.532, 4.708, -8.972], [14.578, 2.901, -7.208], [-14.097, -0.286, 14.364], [-13.476, 0.571, 13.817], [10.255, -3.506, -6.241], [-3.763, -0.888, 0.885], [4.262, 0.667, -5.363], [-15.482, 1.887, 11.713], [2.748, 1.785, -1.425], [-9.724, -0.354, 4.020], [0.193, -4.125, -3.701], [7.875, -4.857, -3.368], [9.181, -3.281, -4.470], [1.480, -1.729, -0.105], [2.779, 0.255, 4.856], [8.055, -2.435, -6.833], [-1.024, -2.924, -1.885], [-15.351, 1.377, 12.664], [1.917, -3.920, 5.665], [-11.301, 0.305, 12.900], [-8.899, 0.126, 1.080], [4.760, 6.229, -9.864], [6.894, -5.732, -3.595], [3.651, -2.248, 4.550], [1.112, 0.495, -2.506], [-13.941, 1.460, 12.961], [-11.683, 0.173, 6.908], [7.096, 2.146, -6.635], [-5.498, 0.098, 0.965], [1.720, 1.840, -2.230], [-4.600, -2.012, 0.715]], "forces_ev_per_angstrom": [[0.0, -0.1, -0.1], [0.0, 0.0, 0.2], [0.1, 0.1, -0.3], [-0.3, -0.5, 1.1], [-0.5, 2.6, -2.3], [-0.1, -0.1, 0.2], [-0.8, -1.2, 0.2], [0.1, -0.2, 0.1], [0.2, 0.0, -0.2], [-0.4, -0.7, 0.6], [-0.6, 0.0, -0.1], [1.5, -0.6, 0.5], [-0.6, -0.2, -0.5], [0.0, 0.0, 0.0], [0.3, -0.6, 0.1], [-0.5, 0.0, 0.5], [-0.3, 0.1, -0.2], [-0.1, 0.0, -0.1], [-0.1, 0.0, 0.0], [-0.2, -0.2, 0.5], [0.3, -0.1, 0.0], [0.1, 0.1, -0.2], [0.1, -0.3, 0.6], [-0.1, 0.0, 0.1], [0.1, 0.1, -0.1], [0.0, -0.2, 0.1], [-0.7, 0.4, -0.1], [-0.1, -0.1, 0.7], [0.2, 0.1, 0.0], [0.2, 0.1, 0.0], [-0.1, -0.1, -0.1], [0.0, 0.2, -0.2], [-0.2, 0.3, 0.1], [0.4, -0.5, 0.1], [0.0, 0.0, -0.2], [-0.3, -0.1, -0.3], [-0.3, -0.3, -0.2], [0.1, 0.0, 0.0], [-0.1, -0.3, 0.3], [-0.1, 0.0, 0.1], [0.0, 0.0, -0.1], [0.1, 0.0, 0.0], [-0.1, -0.1, 0.0], [0.0, -0.1, 0.1], [0.4, -0.3, 0.1], [0.0, -0.2, -0.3], [0.1, 0.1, 0.0], [0.1, 0.2, -0.3], [2.1, 0.9, 0.9], [0.5, 0.2, 0.2], [-0.1, 0.4, -0.3], [-0.2, -0.5, -0.2], [0.2, 0.0, 0.3], [0.0, 0.0, -0.1], [0.1, -0.1, -0.2], [0.1, -0.1, 0.1], [-0.3, -0.2, 0.1], [0.1, 0.0, 0.0], [0.5, 0.0, -0.1], [-0.2, 0.0, 0.0], [0.1, -0.2, 0.2], [0.2, -0.1, 0.1], [0.1, -0.3, 0.2], [0.3, 0.4, -0.5], [-0.1, 0.1, -0.1], [-0.3, -0.1, -0.2], [0.2, 0.4, -0.3], [-0.3, 1.5, 0.4], [-0.1, -0.2, -0.8], [0.0, 0.1, 0.0], [-0.2, -0.3, 0.0], [-0.3, 1.8, -0.2], [0.2, -0.1, 0.0], [0.2, -0.1, 0.1], [-0.2, 0.1, -0.2], [0.7, 1.0, 1.0], [0.0, 0.0, 0.0], [0.0, -0.2, 0.2], [0.0, 0.1, 0.1], [0.1, 0.0, 0.0], [0.3, 0.0, -0.3], [0.2, -0.2, -0.1], [0.2, 0.4, -0.8], [0.4, -0.4, -0.5], [0.8, -0.7, 1.1], [-0.3, 0.1, 0.0], [-1.0, 1.2, 1.0], [0.7, 0.2, 0.6], [-0.1, -0.2, 0.0], [0.3, 0.6, -0.1], [0.1, 0.1, 0.3], [0.0, 0.1, 0.0], [-0.6, 0.4, -0.6], [0.5, -0.2, -0.3], [-0.2, 0.1, 0.2], [0.0, 0.5, -0.5], [0.0, -0.1, 0.0], [0.8, -0.1, -0.7], [-0.5, 0.3, 0.0], [-0.1, -0.1, 0.0], [-0.2, -0.4, 0.4], [0.2, 0.0, 0.3], [-0.1, -0.2, -0.1], [-0.3, 0.2, 0.2], [0.1, 0.0, 0.0], [0.4, 0.2, -0.1], [0.2, 0.2, -0.7], [0.0, 0.0, -0.1], [0.1, -0.1, 0.0], [0.0, 0.0, 0.0], [0.2, 0.3, 0.0], [0.3, 0.1, 0.2], [0.1, 0.0, -0.1], [-0.2, 0.1, 0.1], [0.0, 0.1, -0.1], [-0.8, 0.2, 0.1], [0.0, 0.0, -0.1], [-0.2, -0.3, -0.1], [0.5, -0.2, 0.4], [-0.3, 0.1, 0.2], [0.6, 0.1, -0.3], [0.1, 0.2, -0.2], [0.0, -0.3, 0.3], [-0.2, 0.1, -0.2], [-0.1, -0.2, 0.1], [-0.6, -0.5, -0.1], [0.0, 0.0, 0.1], [0.2, 0.1, 0.0], [1.3, -0.2, 1.3], [0.4, 0.5, -0.9], [0.3, -1.1, 0.9], [-0.3, -0.3, 0.2], [0.3, 0.4, 0.2], [-0.2, 0.8, -0.6], [0.1, 0.1, 0.0], [0.1, 0.0, -0.1], [-0.5, -0.5, -0.4], [-0.6, 0.1, -0.1], [-0.1, 0.1, -0.1], [-0.4, 0.2, 0.5], [-0.2, -0.1, 0.1], [0.0, 0.0, 0.0], [0.0, 0.0, 0.0], [0.2, 0.1, 0.2], [-0.4, -0.1, 0.1], [0.1, 0.1, -0.2], [0.0, 0.1, 0.1], [0.0, -0.3, 0.3], [-0.4, 0.5, 0.0], [-0.3, -0.5, -1.1], [-2.1, -3.2, -1.0]]}

3.
{"formula": "C5H10O", "method": "the ωB97M-V functional and the def2-TZVPD basis", "total_charge": 0, "gap_ev": 9.20, "smiles": "C=C/C=C/C.O", "de_lowest_kcal_mol": 70.13, "e_tot_ha": -271.6409, "homo_ev": -8.5306, "elements": ["C", "H", "H", "H", "H", "H", "C", "H", "H", "H", "C", "C", "H", "H", "O", "C"], "coordinates": [[0.389, -0.343, 0.831], [-0.938, 0.698, 2.318], [-1.453, -1.312, 1.341], [0.064, -3.358, 0.975], [1.472, -0.302, 0.524], [-0.761, 1.346, -3.005], [0.442, 2.039, 1.109], [-0.097, 2.952, 1.605], [0.609, -2.708, -0.469], [0.345, 0.547, -3.139], [-0.255, -2.682, 0.211], [-0.458, -1.369, 0.870], [0.969, 2.273, 0.186], [-1.024, -2.811, -0.642], [0.144, 1.474, -3.340], [-0.175, 0.835, 1.484]], "forces_ev_per_angstrom": [[-0.9, -0.2, 1.4], [1.1, 0.5, -1.3], [0.6, 0.5, 0.0], [-1.1, -1.5, 0.2], [-1.6, -0.3, -0.2], [-0.2, 1.2, -0.3], [-4.7, 0.3, 2.5], [1.5, -1.4, -1.0], [0.4, 0.6, 0.4], [1.2, 0.1, -0.4], [0.6, 0.8, -2.8], [0.3, -0.9, -1.2], [0.4, -0.6, 0.4], [0.3, -0.9, 2.2], [-1.0, -1.3, 0.7], [3.0, 3.1, -0.7]]}

Molar mass, respectively: 1236.5; 1616.5; 86.1 g mol⁻¹.